Entry 1:
# C5H10O

A 2-piece molecular cluster, C5H10O overall (wB97M-V/def2-TZVPD, the Open Molecules 2025 dataset).

Geometry as ORCA input:
```
! wB97M-V def2-TZVPD RIJCOSX def2/J DEFGRID3
* xyz 0 1
C -1.09 -0.77 1.27
C -1.12 -0.73 -0.06
C -1.76 0.35 -0.87
H -0.58 -1.57 1.81
H -1.55 0.01 1.87
H -0.63 -1.53 -0.62
H -1.08 0.69 -1.67
H -1.99 1.22 -0.25
H -2.68 0.00 -1.34
C 2.14 -0.15 -0.27
C 1.29 0.96 0.29
O 0.93 1.92 -0.36
H 1.84 -1.12 0.15
H 2.08 -0.17 -1.36
H 3.18 0.03 0.02
H 1.03 0.87 1.36
*
```

## Properties
highest occupied orbital energy	-9.6	eV
relative energy (zero: lowest compared OMol25 entry of this formula, charge and spin)	125.7	kJ/mol
structure (SMILES)	C=CC.CC=O
DFT total energy	-271.70473	hartree



Entry 2:
# C27H20AsCrF5IN4OS2

C27H20AsCrF5IN4OS2 as an isolated structure (wB97M-V/def2-TZVPD, the Open Molecules 2025 dataset).

Geometry as ORCA input:
```
! wB97M-V def2-TZVPD RIJCOSX def2/J DEFGRID3
* xyz 0 4
Cr 0.59 -1.12 -0.66
C 2.97 -4.27 -4.11
C 2.88 -4.29 -2.63
N 3.51 -5.10 -1.82
N 3.16 -4.75 -0.56
C 2.25 -3.73 -0.55
S 1.60 -2.96 0.81
N 2.04 -3.46 -1.88
N 1.12 -2.49 -2.38
H 3.98 -4.69 -4.35
H 2.94 -3.30 -4.53
H 2.20 -4.93 -4.52
H 3.59 -5.19 0.25
H 0.31 -3.00 -2.81
H 1.55 -1.90 -3.11
S -1.52 -1.90 0.14
C -1.96 -1.21 1.72
C -3.03 -1.73 2.51
C -3.43 -1.13 3.71
C -2.72 -0.08 4.23
C -1.68 0.50 3.48
C -1.32 -0.06 2.27
As 0.10 0.56 1.14
C 1.39 1.14 2.53
C 1.49 2.44 3.02
C 2.32 2.77 4.05
C 3.23 1.82 4.54
C 3.13 0.50 4.04
C 2.24 0.17 3.04
C -0.44 2.38 0.59
C -1.68 3.00 0.88
C -1.80 4.38 0.76
C -0.83 5.14 0.14
C 0.35 4.49 -0.31
C 0.57 3.16 0.04
H -3.61 -2.49 2.02
H -4.24 -1.59 4.29
H -2.94 0.31 5.20
H -1.21 1.37 3.87
H 0.83 3.17 2.66
H 2.25 3.77 4.49
H 4.05 2.11 5.25
H 3.81 -0.28 4.38
H 2.25 -0.86 2.62
H -2.52 2.39 1.26
H -2.72 4.86 1.07
H -0.93 6.21 0.08
H 1.10 5.12 -0.78
H 1.54 2.69 -0.18
I 3.03 -0.16 -0.97
F -4.55 0.12 -5.56
C -3.57 0.14 -4.64
C -2.32 -0.33 -5.01
F -2.09 -0.85 -6.24
C -1.26 -0.30 -4.15
F -0.16 -1.00 -4.41
C -1.33 0.26 -2.80
O -0.38 0.28 -1.95
C -2.65 0.75 -2.49
F -2.92 1.03 -1.18
C -3.68 0.74 -3.39
F -4.88 1.37 -3.09
*
```

## Properties
highest occupied orbital energy (spin up / spin down)	-7.6 / -7.7	eV
relative energy (zero: lowest compared OMol25 entry of this formula, charge and spin)	5.8	kJ/mol
⟨S²⟩	3.857
DFT total energy	-6208.78762	hartree



Entry 3:
# C5H13N2OPS

One molecule with the formula C5H13N2OPS (wB97M-V/def2-TZVPD, the Open Molecules 2025 dataset).

Geometry as ORCA input:
```
! wB97M-V def2-TZVPD RIJCOSX def2/J DEFGRID3
* xyz 0 1
C -2.83 -2.06 -0.51
C -1.77 -1.52 0.43
O -0.73 -0.70 -0.01
P -0.74 0.87 0.25
S -2.53 1.69 0.51
N 0.23 1.30 -1.08
C 1.54 0.75 -1.35
C 2.51 1.18 -0.26
C 1.98 0.61 1.08
N 0.79 1.17 1.69
H -3.50 -2.75 0.08
H -3.52 -1.42 -0.98
H -2.53 -2.61 -1.39
H -1.29 -2.52 0.90
H -2.30 -0.96 1.29
H 0.07 2.18 -1.59
H 1.91 1.31 -2.30
H 1.54 -0.38 -1.40
H 3.55 0.84 -0.63
H 2.50 2.30 -0.04
H 1.89 -0.51 1.06
H 2.83 0.62 1.84
H 0.38 0.60 2.41
*
```

## Properties
highest occupied orbital energy	-8.8	eV
relative energy (zero: lowest compared OMol25 entry of this formula, charge and spin)	0.0	kJ/mol
structure (SMILES)	CCOP1(=S)NCCCN1
DFT total energy	-1122.57982	hartree



Entry 4:
# C32H26AsO2PReS

C32H26AsO2PReS as an isolated structure (wB97M-V/def2-TZVPD, the Open Molecules 2025 dataset).

Geometry as ORCA input:
```
! wB97M-V def2-TZVPD RIJCOSX def2/J DEFGRID3
* xyz 2 2
Re -0.03 0.00 0.19
O -1.05 -2.79 -2.31
C -0.27 -2.18 -1.68
O -0.63 -1.68 -0.40
C 1.14 -1.80 -2.05
P 1.44 -0.01 -1.68
C 0.83 0.93 -3.07
C 1.21 2.27 -3.22
C 0.68 3.02 -4.25
C -0.23 2.46 -5.13
C -0.62 1.13 -4.99
C -0.09 0.37 -3.96
C 3.18 0.26 -1.45
C 3.98 0.51 -2.57
C 5.35 0.64 -2.42
C 5.92 0.52 -1.16
C 5.13 0.27 -0.04
C 3.76 0.14 -0.19
H 1.36 -2.06 -3.09
H 1.83 -2.35 -1.40
H 1.92 2.72 -2.54
H 0.99 4.05 -4.38
H -0.63 3.05 -5.94
H -1.31 0.69 -5.69
H -0.39 -0.67 -3.88
H 3.54 0.60 -3.55
H 5.97 0.83 -3.28
H 7.00 0.62 -1.05
H 5.59 0.17 0.93
H 3.16 -0.07 0.69
S 0.87 1.10 1.88
C -0.44 2.09 2.60
C -0.36 2.44 3.94
C -1.33 3.29 4.47
C -2.34 3.79 3.66
C -2.41 3.45 2.32
C -1.46 2.59 1.79
As -1.44 1.99 -0.04
C -1.31 3.50 -1.20
C -0.28 4.40 -0.96
C -0.19 5.55 -1.73
C -1.13 5.79 -2.72
C -2.16 4.89 -2.95
C -2.26 3.74 -2.18
C -2.95 0.86 -0.37
C -3.14 0.36 -1.66
C -4.07 -0.65 -1.87
C -4.79 -1.16 -0.80
C -4.61 -0.66 0.48
C -3.68 0.35 0.70
H 0.44 2.06 4.56
H -1.28 3.56 5.51
H -3.07 4.47 4.08
H -3.20 3.86 1.70
H 0.45 4.22 -0.18
H 0.60 6.26 -1.55
H -1.07 6.69 -3.32
H -2.90 5.09 -3.72
H -3.08 3.05 -2.35
H -2.57 0.75 -2.50
H -4.22 -1.04 -2.87
H -5.51 -1.95 -0.98
H -5.18 -1.06 1.30
H -3.54 0.73 1.71
*
```

## Properties
highest occupied orbital energy (spin up / spin down)	-14.9 / -14.7	eV
relative energy (zero: lowest compared OMol25 entry of this formula, charge and spin)	0.0	kJ/mol
⟨S²⟩	0.797
DFT total energy	-4438.53112	hartree



Entry 5:
# C10H21N2O

An isolated ion of composition C10H21N2O and charge +1 (wB97M-V/def2-TZVPD, the Open Molecules 2025 dataset).

Geometry as ORCA input:
```
! wB97M-V def2-TZVPD RIJCOSX def2/J DEFGRID3
* xyz 1 3
C -0.30 -1.80 3.04
C -0.32 -0.25 3.01
C 0.28 -2.28 1.73
C -1.15 0.33 1.88
C -0.58 -1.89 0.56
C -0.94 -0.38 0.45
C -0.68 1.98 -1.92
C 1.68 1.82 -2.16
C 0.32 -0.26 -2.64
C 0.48 0.98 -1.76
N 1.37 0.60 0.43
N 0.41 0.57 -0.33
O -2.00 -0.25 -0.46
H 0.16 -2.13 3.94
H -1.40 -2.11 3.02
H -0.86 0.00 3.90
H 0.70 0.18 3.19
H 1.31 -1.69 1.49
H 0.64 -3.27 1.73
H -2.22 0.29 2.14
H -1.05 1.37 1.73
H -0.23 -2.46 -0.30
H -1.57 -2.25 0.75
H -1.70 1.49 -1.76
H -0.44 2.71 -1.11
H -0.68 2.38 -2.87
H 2.60 1.25 -2.28
H 1.89 2.75 -1.63
H 1.55 2.21 -3.24
H 0.90 -1.18 -2.20
H -0.65 -0.61 -2.41
H 0.69 -0.09 -3.64
H 2.22 0.98 -0.05
H -2.55 0.52 -0.21
*
```

## Properties
highest occupied orbital energy (spin up / spin down)	-11.9 / -14.4	eV
relative energy (zero: lowest compared OMol25 entry of this formula, charge and spin)	0.0	kJ/mol
⟨S²⟩	2.007
DFT total energy	-577.91459	hartree



Entry 6:
# C5H8BrF3O

A 2-piece molecular cluster, C5H8BrF3O overall (wB97M-V/def2-TZVPD, the Open Molecules 2025 dataset).

Geometry as ORCA input:
```
! wB97M-V def2-TZVPD RIJCOSX def2/J DEFGRID3
* xyz 0 1
C -0.95 1.69 1.95
C -0.78 0.37 1.18
C 0.44 -1.18 -1.51
C -0.49 0.70 -0.23
C 1.87 -1.06 -1.09
O -0.15 -2.32 -1.04
F 2.40 0.09 -1.55
F 2.66 -2.05 -1.56
F 2.04 -1.06 0.24
Br -1.97 1.14 -1.32
H -1.22 1.49 2.99
H -1.74 2.29 1.50
H -0.03 2.26 1.93
H -1.68 -0.24 1.27
H 0.06 -0.19 1.60
H 0.22 -0.86 -2.51
H 0.35 1.35 -0.43
H -1.03 -2.43 -1.41
*
```

## Properties
highest occupied orbital energy (spin up / spin down)	-8.2 / -8.3	eV
relative energy (zero: lowest compared OMol25 entry of this formula, charge and spin)	151.5	kJ/mol
DFT total energy	-3144.08617	hartree